1.
The ion C6H11BNO2 with charge +1 in a non-equilibrium geometry. Source: the Open Molecules 2025 dataset; level of theory: the ωB97M-V functional and the def2-TZVPD basis.

Structure (XYZ):
```
21
Properties=species:S:1:pos:R:3:forces:R:3:mulliken_charge:R:1
H 3.438905 -1.753968 0.175026 0.1 0.0 0.1 0.298
H 3.296132 0.621870 1.023182 0.2 -0.1 0.0 0.292
C -1.399076 0.631157 0.583799 -0.7 0.1 0.5 -0.309
H -1.863952 1.588836 0.807863 0.1 0.0 -0.1 0.515
N -0.455732 0.689789 -0.543708 -0.1 -0.4 -0.1 0.139
H -2.398357 -2.504931 -0.351729 -0.1 -0.1 0.0 0.458
H 0.129934 -2.599891 -0.039815 0.2 -0.1 0.0 0.488
B 1.883127 -0.495176 0.161415 -0.5 0.1 -0.1 0.578
H 0.729879 2.204116 0.289372 -0.1 -0.1 -0.1 0.422
O 2.515867 -1.651453 -0.061564 0.1 -0.7 -0.3 -0.493
H -0.942906 0.498307 -1.429972 0.0 0.0 0.2 0.379
H -3.397472 -0.376301 0.569522 -0.2 0.0 0.0 0.443
C -0.379714 -1.661619 -0.183134 0.3 0.4 0.1 -0.238
H -0.399323 2.739496 -0.980362 -0.1 -0.1 0.0 0.370
H -0.651842 0.281737 1.325682 -0.9 0.6 0.9 0.305
H 1.075642 1.843237 -1.403650 -0.1 -0.1 0.0 0.349
C -2.356782 -0.484794 0.323845 0.3 -0.1 -0.1 -0.611
C 0.280261 1.948496 -0.667291 0.5 0.8 0.0 -0.992
C 0.330686 -0.517611 -0.182695 1.3 -1.0 -1.3 -0.383
O 2.384079 0.619290 0.730926 0.0 0.6 0.2 -0.492
C -1.819366 -1.620597 -0.146708 -0.4 0.1 0.0 -0.519
```
Positions in Å, forces in eV/Å.

As for the SMILES: C[N@@H+]1CC=CC=C1B(O)O. The orbital gap is 9.800 eV. The charge is +1. As for the spin multiplicity: 1. The energy above the lowest of the compared OMol25 structures with the same formula, charge and spin comes out at 0.0 kcal per mole. The calculation puts the maximum force at 0.040 Eh/bohr.

=====

2.
A structure of composition C30H40AlCl3NO2Se in a non-equilibrium geometry. Source: the Open Molecules 2025 dataset; level of theory: the ωB97M-V functional and the def2-TZVPD basis.

Structure (XYZ):
```
78
Properties=species:S:1:pos:R:3:forces:R:3:mulliken_charge:R:1
C 2.295089 -1.492090 -1.006831 -0.1 0.0 0.2 0.895
H -4.721743 0.244209 0.146604 0.0 0.0 0.0 0.329
H -1.968820 0.032725 3.914382 0.0 0.0 0.0 0.322
C 3.824556 -0.089056 0.166925 -0.1 -0.1 0.0 -0.389
C -3.677324 1.660691 2.567824 0.0 -0.1 0.0 -1.511
C -1.507425 -1.755344 0.218380 0.1 -0.1 -0.1 0.216
H 1.851799 0.312655 3.833677 0.0 0.0 0.0 0.354
H -4.174481 2.029981 1.668285 0.0 0.0 0.0 0.283
H 3.889730 2.522248 3.314524 0.0 0.0 0.0 0.456
H -4.168067 2.109708 3.432847 0.0 0.0 0.0 0.457
H 1.494367 -1.248441 2.306115 0.0 0.1 0.0 0.565
Cl 1.381282 3.319375 -1.163829 -0.1 -0.1 0.0 -0.026
H 2.859479 -0.643053 -3.906239 0.0 0.0 0.0 0.277
C -5.597819 -1.020989 -2.114322 0.1 0.0 0.0 -1.681
C 4.279686 -0.317899 -2.281561 -0.1 0.1 0.0 1.895
C 3.479771 1.991943 2.453293 0.0 -0.1 0.0 -1.499
H -5.624363 0.076006 3.749308 0.0 0.0 0.0 0.476
O 1.767021 -2.079957 -2.135439 0.6 -0.1 -0.4 -0.685
H -6.100834 -0.555672 -1.266457 0.0 0.0 0.0 0.292
C -5.226220 -0.288868 2.801908 0.1 0.0 0.0 -1.661
H 3.841379 -2.063275 -3.521083 0.0 0.0 0.0 0.375
H -4.320888 -0.707208 -4.427674 0.0 0.0 0.0 0.546
C -3.347455 -0.834881 -1.050529 0.0 0.0 -0.1 -0.079
C 3.667777 0.478480 2.633014 0.1 0.1 0.0 1.838
C -3.163809 -0.484926 1.394586 0.0 0.0 0.1 -0.704
C 1.616090 -1.651053 0.220785 0.0 -0.2 -0.1 0.233
H -4.749836 1.351420 -3.323968 0.0 0.0 0.0 0.484
C 2.040167 -1.052536 1.393912 0.0 0.0 0.0 -0.070
H 5.775384 0.592706 2.042878 0.0 0.0 0.0 0.333
H 6.164556 -0.181060 -1.169393 0.0 0.0 0.0 0.286
H -3.553694 -2.085872 -3.642809 0.0 0.0 0.0 0.367
H -6.194734 -0.824860 -3.005914 0.0 0.0 0.0 0.466
H -5.842805 0.125380 2.003908 0.0 0.0 0.0 0.332
C -4.214342 1.061751 -2.418525 -0.1 -0.1 0.0 -1.312
C 3.162282 -0.238534 1.383395 0.0 0.0 0.1 -0.715
H -4.717643 1.528568 -1.571874 0.0 0.0 0.0 0.282
C -3.633245 -1.001712 -3.633452 0.0 -0.1 0.1 -2.002
C 4.181534 1.205426 -2.486872 0.1 -0.1 0.0 -1.389
C 3.847555 -0.978200 -3.594610 0.0 -0.1 0.1 -1.960
Al 0.080392 -2.057109 -2.008297 0.0 0.9 1.0 0.761
H 2.420163 2.239861 2.374822 0.0 0.0 0.0 0.322
C 5.738175 -0.719514 -2.015753 0.0 0.0 0.0 -1.676
H 5.493921 0.616971 3.780504 0.0 0.0 0.0 0.483
H -3.490065 0.119639 4.795498 0.0 0.0 0.0 0.436
H -5.573018 -2.098801 -1.947704 0.0 0.0 0.0 0.377
H 3.135419 1.510286 -2.552905 0.0 0.0 0.0 0.123
H -3.199890 1.460136 -2.481355 0.0 0.0 0.0 0.078
C 3.435939 -0.676312 -1.038994 0.0 0.0 -0.1 -0.144
C -0.113950 2.640395 -1.815742 -0.1 0.8 0.1 0.734
O -1.603697 -2.140179 -2.148977 -0.5 -0.1 -0.3 -0.680
C -1.988908 -1.221546 1.401116 0.0 0.0 0.0 -0.091
H -2.657598 -0.574012 -3.863893 0.0 0.0 0.0 0.270
H 4.652873 1.758771 -1.674285 0.0 0.0 0.0 0.306
H 4.678699 1.485522 -3.416903 0.0 0.0 0.0 0.480
H 3.992286 2.353263 1.559509 0.0 0.0 0.0 0.287
C -0.029729 1.191460 -1.754810 0.1 -0.5 0.0 -0.320
H 5.807638 -1.789027 -1.812438 0.0 0.0 0.0 0.393
H 4.556211 -0.698006 -4.375333 0.0 0.0 0.0 0.533
C -4.175242 -0.472404 -2.301640 0.0 0.0 0.0 1.838
H -2.638371 1.993910 2.556706 0.0 0.0 0.0 0.319
Cl -1.495343 3.129835 -0.815783 0.1 -0.1 -0.1 -0.014
H 4.711123 0.529983 0.146149 0.0 0.0 0.0 0.320
H 3.002233 -1.026412 4.061133 0.0 0.0 0.0 0.422
C 5.159898 0.176390 2.840559 -0.1 0.0 0.0 -1.694
C -2.172088 -1.598880 -1.016970 0.1 0.0 0.2 0.872
H -3.019508 -1.398865 4.029777 0.0 0.0 0.0 0.422
C -3.004533 -0.313050 3.921018 -0.1 0.0 -0.1 -2.099
Cl -0.346525 3.120945 -3.504180 0.0 -0.2 0.2 -0.041
H 6.349308 -0.496078 -2.891070 0.0 0.0 0.0 0.460
H 5.333450 -0.899774 2.883526 0.0 0.0 0.0 0.370
H -1.446548 -1.411307 2.316499 0.0 0.0 0.0 0.569
H -5.323032 -1.375293 2.783591 0.0 0.0 0.0 0.367
Se 0.093524 -2.878025 0.295816 0.0 0.1 -0.2 -0.084
N 0.036772 0.053037 -1.708995 0.0 -0.3 -0.4 -0.138
C 2.909587 0.047654 3.890898 0.1 0.0 -0.1 -2.158
H 3.331946 0.562465 4.753590 0.0 0.0 0.0 0.440
C -3.754202 0.129424 2.662438 -0.1 0.1 0.0 1.817
C -3.801248 -0.323118 0.167715 0.1 -0.1 -0.1 -0.335
```
Positions in Å, forces in eV/Å.

The orbital gap is 8.073 eV. The charge is +1. As for the spin multiplicity: 1. The calculation puts the maximum force at 0.027 Eh/bohr.

=====

3.
A structure of composition C8H12N4O8P2PbS in a non-equilibrium geometry. Source: the Open Molecules 2025 dataset; level of theory: the ωB97M-V functional and the def2-TZVPD basis.

Structure (XYZ):
```
36
Properties=species:S:1:pos:R:3:forces:R:3:mulliken_charge:R:1
N 1.800093 3.235839 -2.789911 0.0 0.0 0.0 -0.383
H 3.050638 1.483418 1.438649 0.0 0.0 0.0 0.391
H 1.899997 -1.540197 0.401714 0.0 0.0 0.0 0.265
P -3.843765 -0.423737 -2.527455 0.3 0.2 0.1 0.179
P -1.065908 -0.916939 -3.549521 -0.2 0.0 0.0 0.576
C 0.934006 -2.043193 0.531379 0.0 0.0 -0.1 -0.690
O -2.679220 0.403272 -0.229502 -0.4 -0.2 0.1 -0.565
H 0.682368 -2.051838 1.598046 0.0 0.0 0.0 0.235
H 2.765645 3.053684 -3.008707 0.0 0.0 0.0 0.256
C -0.465230 -0.524199 4.141649 0.0 0.0 0.0 -0.658
O -1.231504 -2.332611 -2.768385 0.1 -0.1 -0.1 -0.591
H 1.070920 -3.086236 0.231556 0.0 0.0 0.0 0.337
C 1.273824 2.639478 -1.713152 0.3 -0.1 0.1 0.705
O -0.450273 -1.018065 -4.868620 -0.1 0.0 0.1 -0.753
H -2.769677 -2.178481 -1.750961 0.0 0.1 0.0 0.479
O -2.632222 -0.525797 -3.636785 0.0 -0.1 0.1 -0.171
S -0.435983 2.846846 -1.456706 -0.1 0.1 0.2 -0.423
H 2.774868 0.340486 3.690307 0.0 0.0 0.0 0.413
C 0.877356 -0.355635 4.442235 0.0 0.0 0.0 -0.292
C 1.720312 0.200335 3.494606 0.0 0.0 0.0 -0.833
N 1.502428 1.384112 0.086280 0.2 0.0 0.1 0.945
H -1.956622 -0.233431 2.609212 0.0 0.0 0.0 0.475
H -0.471103 -2.487317 -2.190248 0.0 0.1 0.2 0.371
C 1.193041 0.569869 2.266565 0.0 0.0 0.0 1.060
H 1.191954 3.605923 -3.497519 0.0 0.0 0.0 0.228
O -3.639707 -1.744686 -1.642130 -0.1 0.0 -0.1 -0.432
O -0.079308 -1.498144 -0.279785 0.2 -0.3 0.3 -0.477
N 2.134700 2.021230 -0.907671 -0.4 0.0 -0.2 -1.507
C 2.035785 1.165514 1.217840 0.0 0.1 0.1 -0.828
H 1.266241 -0.660307 5.404788 0.0 0.0 0.0 0.434
O -3.228553 0.793856 -1.499418 -0.2 -0.1 0.0 -0.091
N -0.107481 0.421064 1.990499 -0.2 0.0 0.1 -0.227
H -1.153848 -0.957950 4.852038 0.0 0.0 0.0 0.416
O -0.414512 0.037134 -2.542357 0.1 0.0 -0.1 -0.241
Pb -0.631296 0.497271 -0.435413 0.5 0.2 -0.8 1.624
C -0.917950 -0.120570 2.896881 0.0 0.0 0.0 -0.227
```
Positions in Å, forces in eV/Å.

The orbital gap is 7.562 eV. As for the spin multiplicity: 1. The energy above the lowest of the compared OMol25 structures with the same formula, charge and spin comes out at 0.0 kcal per mole. The calculation puts the maximum force at 0.019 Eh/bohr.

=====

4.
A cluster of 15 separate species, C5H43N2O14 in total in a non-equilibrium geometry. Source: the Open Molecules 2025 dataset; level of theory: the ωB97M-V functional and the def2-TZVPD basis.

Structure (XYZ):
```
64
Properties=species:S:1:pos:R:3:forces:R:3:mulliken_charge:R:1
H 0.770098 1.309694 -0.546560 -1.2 0.7 -0.5 0.476
O -2.327116 0.836774 3.511125 -1.6 1.1 -0.6 -0.616
H 1.133586 -1.355326 -3.941487 0.3 0.9 -1.7 0.325
O 1.135051 1.289189 4.266977 5.6 2.7 0.7 -0.580
C 1.356108 -2.615300 0.606759 1.6 1.0 1.7 -1.433
H 2.011959 2.736672 -1.798003 -0.8 2.4 -1.1 0.329
H -3.051078 -2.776608 2.130717 0.0 -1.9 -1.5 0.278
O -2.170561 3.094645 -0.665694 -2.2 -1.2 -2.2 -0.718
H 2.414102 0.278988 -3.071477 -1.1 0.0 -0.1 0.301
H -3.590941 -2.145772 3.319229 1.8 0.8 -1.1 0.284
C 0.730205 -0.181007 1.010654 -0.4 1.4 -0.2 -0.157
H 1.574806 2.702288 3.084748 0.0 0.5 -0.3 0.307
H 2.128167 -2.126948 1.319092 -0.7 -1.0 -1.2 0.473
O -2.371572 2.959761 1.968097 -0.3 2.0 -2.4 -0.699
H 1.675473 0.808952 4.904850 -0.5 -0.1 -0.1 0.285
O -1.308768 1.821704 -3.002583 3.3 -1.2 3.7 -0.567
H -0.367573 1.619350 1.811591 0.3 -1.8 -0.8 0.392
H -2.589445 -1.116719 -1.282034 1.2 0.3 -1.0 0.269
N -0.507999 0.639735 1.359884 -0.3 1.2 0.5 -0.110
H 1.217617 -0.389122 1.969666 0.3 0.5 -0.3 0.698
H 0.167318 -3.484933 -1.175404 0.5 -0.5 -0.9 0.101
O 4.145190 0.774223 -0.693330 0.9 0.5 -0.1 -0.631
H -1.033763 0.821173 0.472628 0.5 -0.1 1.1 0.115
H -2.182886 -4.088173 -1.577518 -0.6 0.6 0.1 0.285
H 2.197686 4.223381 -1.615228 1.3 1.8 1.5 0.299
H 2.957788 -3.579546 -0.430867 -1.3 0.2 -0.9 0.360
C 2.035155 -2.972299 -0.687117 1.5 1.5 -0.3 -0.032
H 2.065374 0.277973 -0.727859 0.2 -0.7 0.1 0.023
H 0.350889 0.922708 4.118586 -5.2 -2.7 -0.4 0.244
H -1.875344 1.766895 -3.707454 -1.9 -0.9 -2.8 0.242
H -0.124931 -1.411889 -0.560145 0.6 -0.1 0.5 -0.292
H -2.515472 3.712879 2.565951 0.1 -0.3 -0.3 0.284
O 0.724923 -1.116002 -3.119974 0.4 -2.9 1.0 -0.599
H 4.063602 -0.164185 -0.831170 0.0 -0.7 0.2 0.318
H 1.063706 -3.523694 1.162820 -0.5 0.4 -0.4 0.312
H -2.433936 3.365828 0.974703 0.2 -1.5 2.6 0.373
O 3.281481 0.624604 -3.227559 1.5 -1.3 0.2 -0.636
H -1.501329 3.581592 -1.164611 0.0 -0.2 -0.2 0.297
H -1.479438 -1.522698 -2.339100 -0.9 0.6 0.2 0.402
H -2.225791 -1.329090 0.891758 -1.0 0.0 0.2 0.039
H 4.415787 1.025346 -1.588955 -0.1 0.2 0.2 0.341
H -0.606745 -1.854243 1.078653 1.5 0.3 -0.6 -0.119
O -2.331543 -0.550168 0.337911 -0.3 0.2 -0.9 -0.764
H 2.377683 -1.990842 -1.119812 0.3 -0.9 0.5 0.017
O -2.365547 -1.099803 -2.233789 0.3 -0.3 -0.4 -0.749
C 1.457435 0.742552 0.020661 1.6 0.1 1.6 -0.965
N 1.063833 -3.447523 -1.696469 -0.3 -1.1 0.6 -0.594
H 2.126723 1.469137 0.555670 -0.8 -0.8 -0.5 0.317
O 1.740263 3.657189 -2.178154 -0.4 -4.3 -0.3 -0.627
H -1.174897 0.090523 1.946109 0.5 1.0 -0.1 0.490
O -2.397478 -3.447006 -0.881626 3.6 -4.8 2.6 -0.517
H -0.887725 0.920488 -2.772899 -1.5 1.9 -1.1 0.302
H 3.282715 1.504189 -3.545075 -0.6 1.3 -0.7 0.330
H -2.662316 1.623433 2.977430 1.4 -0.6 0.2 0.300
H -2.898779 -2.777445 -1.162556 -3.0 3.4 -2.6 0.345
H 1.580223 3.984876 2.162782 0.7 2.0 0.2 0.239
C 0.301739 -1.520454 0.460155 -2.6 -1.0 0.6 1.118
H -3.220916 0.561299 3.757409 0.4 -0.8 0.6 0.326
O 1.337234 3.096488 2.224196 -0.8 -2.5 0.0 -0.535
H -3.222709 -0.385383 0.041700 -0.8 -0.1 0.8 0.365
H -2.793933 2.676837 -1.415524 2.4 1.4 2.4 0.328
O -2.837413 -2.030177 2.642737 -1.8 0.6 2.6 -0.581
H 0.873170 -2.140305 -2.820047 -0.7 2.2 0.9 0.332
H 1.300856 -4.378701 -2.075168 -0.3 0.7 0.5 0.260
```
Positions in Å, forces in eV/Å.

The orbital gap is 10.497 eV. The charge is +1. As for the spin multiplicity: 1. The energy above the lowest of the compared OMol25 structures with the same formula, charge and spin comes out at 68.2 kcal per mole. The calculation puts the maximum force at 0.127 Eh/bohr.

=====

5.
A structure of composition C2Br2F5N in a non-equilibrium geometry. Source: the Open Molecules 2025 dataset; level of theory: the ωB97M-V functional and the def2-TZVPD basis.

Structure (XYZ):
```
10
Properties=species:S:1:pos:R:3:forces:R:3:mulliken_charge:R:1
F 1.380284 -0.202890 1.309640 -1.2 -0.5 0.1 -0.225
F -0.004027 1.426269 1.848607 0.2 -0.6 0.1 -0.223
Br -0.531654 -1.968024 -0.928267 -0.7 -0.4 0.5 0.165
F -1.708731 0.836684 -0.036971 0.4 -0.1 0.8 -0.207
F -0.191430 0.790017 -1.528638 0.8 0.1 1.0 -0.218
C -0.461699 0.446189 -0.259374 0.0 -0.3 -0.7 0.192
F 1.523976 1.633727 0.297076 -0.8 -0.1 0.2 -0.256
C 0.611619 0.779347 0.858784 0.6 1.9 -1.7 0.932
N 0.027690 -2.287223 -2.596393 0.5 0.0 0.1 -0.193
Br 1.858921 -2.662912 -2.474874 0.1 -0.1 -0.5 0.031
```
Positions in Å, forces in eV/Å.

The orbital gap (alpha / beta) is 7.310 / 8.841 eV. As for the spin multiplicity: 1. The energy above the lowest of the compared OMol25 structures with the same formula, charge and spin comes out at 70.0 kcal per mole. The calculation puts the maximum force at 0.051 Eh/bohr.

=====

> maximum force of number 4 (C5H43N2O14)?

0.127 Eh/bohr